Record 1
Here is a molecular structure, C9H20ClNNbO3 at a distorted geometry from OMol25. Energies are from ωB97M-V with the def2-TZVPD basis set.

Computed properties:
- electronic energy (eV) = -31352.3511
- charge = -1
- HOMO-LUMO gap (eV) = 6.3
- 2S+1 = 1
- maximum force (hartree/bohr) = 0.167

CARTESIAN COORDINATES (ANGSTROEM)
C 3.718383 0.864417 1.071174
C 2.346959 0.551208 1.552571
Nb 0.459761 0.523240 0.201372
O -0.616353 1.179277 1.907846
C -1.365811 0.503456 -1.148774
C -2.817151 0.416483 -0.402042
C -3.437239 -1.106028 -0.264873
N -3.735300 -1.530943 1.162599
C 0.238267 -1.695867 0.744645
O 0.659703 -2.621969 -0.341759
C 2.130770 -2.646889 -0.478289
C 0.889713 2.668641 -0.428075
C 1.312089 2.872010 -1.998248
O 1.967391 4.026095 -2.294026
Cl 0.972120 1.713066 -3.403010
H 4.248741 1.858279 1.464805
H 4.338707 0.155925 0.374297
H 2.186591 0.329252 2.713231
H 1.483706 -0.019105 -1.210147
H -1.230696 0.408608 2.165744
H -1.334125 -0.401915 -1.926211
H -1.370249 1.485596 -1.807877
H -2.881499 0.928437 0.647038
H -3.586286 1.008906 -1.097314
H -2.713015 -1.864727 -0.784132
H -4.483633 -1.131190 -0.837500
H -3.061937 -2.300924 1.422570
H -3.634254 -0.745195 1.842762
H 0.805926 -1.893976 1.749181
H -0.907280 -1.914520 0.950081
H 2.670490 -1.940227 0.296424
H 2.402180 -2.306602 -1.586248
H 2.591112 -3.722453 -0.353117
H 1.806496 3.038331 0.220755
H -0.054277 3.311302 -0.125454

Forces on the atoms, in the same order (eV/Å):
-2.223 0.099 1.923
3.729 -1.749 -0.814
-1.005 1.443 3.230
-0.307 -2.589 -1.046
-1.251 -0.880 -1.422
-1.251 0.067 -0.865
-0.433 0.639 -0.714
1.406 -0.395 -0.286
-0.632 -0.734 0.250
1.777 0.163 1.298
0.631 0.210 -0.670
0.850 0.630 -1.274
3.161 7.491 0.419
-3.880 -7.561 1.099
0.284 1.307 1.578
-0.517 -2.675 -0.229
-1.799 2.048 0.321
0.126 2.160 -2.073
0.024 0.127 0.398
1.282 1.742 -0.427
-0.113 1.929 1.464
0.127 -1.884 1.320
0.386 -0.852 -1.886
1.523 -1.146 1.548
-1.370 1.371 1.058
2.314 0.024 1.024
-1.003 1.409 -0.150
0.097 -0.934 -0.975
-0.938 -0.032 -1.680
2.086 0.160 -0.451
-1.231 -1.256 -1.607
-0.534 -0.518 2.403
-1.239 1.776 -0.063
-1.848 -0.404 -1.691
1.769 -1.188 -1.012

Löwdin atomic charge list, values in e, 8 entries: -0.16 -0.35 1.61 -0.48 -0.40 -0.29 -0.30 -0.07

Record 2
Here is 2 unconnected molecules or ions with the total composition H4S3 at a distorted geometry from OMol25. Energies are from ωB97M-V with the def2-TZVPD basis set.

Computed properties:
- electronic energy (eV) = -32568.1491
- charge = 0
- HOMO-LUMO gap (eV) = 9.2
- ΔE to the lowest compared entry with this formula, charge and spin (eV) = 2.2012
- 2S+1 = 1
- maximum force (hartree/bohr) = 0.079
- structure (SMILES) = SS.S

CARTESIAN COORDINATES (ANGSTROEM)
S 1.408116 2.369036 4.351285
S 0.138748 2.172476 2.764749
H 0.425585 2.551445 5.263169
H 0.064741 0.811101 2.546960
S -1.457305 -4.299096 -6.789784
H -2.183964 -3.276669 -7.332116
H -0.309954 -4.799123 -6.208099

Forces on the atoms, in the same order (eV/Å):
-0.324 -0.115 0.291
-0.256 -0.540 -0.757
0.357 -0.106 -0.022
0.223 0.761 0.488
-2.298 -3.379 -0.084
2.140 0.944 0.622
0.158 2.435 -0.538

Population analysis type Löwdin, resulting atomic charges in e: 0.21 0.18 -0.20 -0.18 0.35 -0.18 -0.17

Record 3
Here is a molecular structure, C26H30N2O7P2PtSSi from OMol25. Energies are from ωB97M-V with the def2-TZVPD basis set.

Computed properties:
- electronic energy (eV) = -85305.7221
- expectation value of S² = 2.05
- charge = -2
- HOMO-LUMO gap (spin up / spin down) (eV) = 4.3 / 6.1
- ΔE to the lowest compared entry with this formula, charge and spin (eV) = 0.0000
- 2S+1 = 3
- maximum force (hartree/bohr) = 0.006

CARTESIAN COORDINATES (ANGSTROEM)
Pt 1.202477 -0.848264 -0.216886
C -2.331216 -3.401844 -2.813966
C -0.904923 -2.934086 -3.102611
O -0.478831 -3.464936 -4.375152
P -0.859223 -1.146360 -3.446478
O -1.784977 -0.408814 -2.393536
O -1.834599 -1.041229 -4.726440
O 0.471640 -0.570498 -3.676824
P 0.287644 -3.662270 -1.831383
O -0.662256 -4.114869 -0.616177
O 0.768400 -4.866669 -2.562147
O 1.303029 -2.680953 -1.291105
H -3.006611 -3.049427 -3.594969
H -2.672138 -3.031237 -1.848565
H -2.340984 -4.492210 -2.792261
H 0.107794 -4.211204 -4.117552
H -1.280598 -0.192768 -1.584940
H -1.450294 -1.600137 -5.416797
H -0.799327 -3.365152 -0.002514
C -4.625004 -1.085363 0.051686
Si -3.453663 -1.819480 1.321488
C -3.774733 -3.664984 1.472469
C -3.805376 -1.027002 2.989442
C -1.744630 -1.520383 0.821259
C -0.610606 -1.245581 0.445777
H -5.673075 -1.247270 0.317821
H -4.446168 -1.520700 -0.933322
H -4.452327 -0.010803 -0.036129
H -4.820398 -3.870670 1.717382
H -3.149208 -4.090443 2.260247
H -3.527887 -4.182458 0.543303
H -4.832612 -1.215228 3.313418
H -3.653823 0.052377 2.935404
H -3.126117 -1.421938 3.747572
S 3.481393 -0.311209 -0.673231
C 4.041963 -1.396460 -1.940338
N 3.329868 -1.369442 -3.128072
C 3.564760 -2.362488 -4.076188
C 4.699033 -3.108808 -3.953520
C 5.522257 -2.901054 -2.842501
N 5.125435 -2.085991 -1.795664
H 2.401330 -0.961444 -3.093715
H 2.828868 -2.466978 -4.858250
H 4.934617 -3.867741 -4.689138
H 6.433300 -3.464804 -2.690763
C 1.120135 0.813614 0.722934
C 1.060088 1.892565 1.309005
C 1.039097 3.102786 1.982472
C -0.189813 3.486225 2.683240
C -1.057545 2.490593 3.160517
C -2.232407 2.818356 3.812968
C -2.596335 4.148330 3.994555
C -1.768852 5.145693 3.496226
C -0.586154 4.821802 2.851079
C 2.240455 3.933534 1.970550
C 2.498406 4.926352 2.930960
C 3.664959 5.673129 2.897776
C 4.618448 5.451616 1.913017
C 4.394047 4.450863 0.972639
C 3.233389 3.701751 1.000684
H -0.789133 1.453852 2.996504
H -2.874831 2.027518 4.181474
H -3.518342 4.401895 4.503677
H -2.052923 6.187147 3.598232
H 0.025784 5.611887 2.437199
H 1.793344 5.087659 3.734949
H 3.835833 6.427131 3.658382
H 5.528880 6.038282 1.887261
H 5.136120 4.244913 0.210754
H 3.075142 2.911780 0.276812

Forces on the atoms, in the same order (eV/Å):
0.096 -0.069 0.089
0.007 0.029 0.030
0.083 -0.005 -0.011
-0.102 -0.047 -0.025
0.097 0.019 -0.002
0.076 0.099 0.046
0.024 0.010 0.012
0.142 -0.043 0.008
0.042 -0.063 0.143
0.007 0.012 -0.020
0.022 -0.047 0.023
-0.089 0.207 -0.235
0.001 -0.014 -0.018
-0.023 0.021 0.005
-0.004 -0.001 0.029
0.049 0.039 -0.002
-0.064 -0.106 0.065
-0.033 -0.031 0.024
-0.023 -0.015 -0.019
0.022 -0.002 -0.008
-0.072 -0.033 -0.015
0.012 0.023 -0.004
0.026 -0.008 -0.013
-0.025 0.026 0.073
0.003 0.009 -0.177
-0.005 -0.011 0.022
0.008 -0.005 -0.010
-0.004 0.012 0.002
-0.012 0.009 0.001
0.009 -0.015 -0.001
0.011 0.003 -0.015
-0.010 -0.005 -0.004
0.005 0.026 -0.010
0.004 0.001 0.013
-0.135 -0.043 0.041
0.040 0.139 -0.039
-0.210 -0.152 0.124
-0.007 0.013 -0.065
0.030 0.023 0.031
0.011 -0.018 -0.049
0.004 -0.006 0.037
-0.009 0.032 -0.054
-0.023 -0.006 0.019
-0.004 0.007 -0.007
0.000 0.000 -0.005
0.018 0.006 -0.080
0.026 -0.049 0.099
-0.033 -0.013 -0.032
0.006 0.023 -0.012
-0.008 -0.005 -0.005
-0.012 -0.003 -0.001
-0.004 0.006 0.006
-0.013 0.002 0.010
0.009 -0.006 -0.002
0.044 0.033 -0.010
-0.009 -0.035 0.004
0.015 0.013 0.002
-0.003 0.002 0.000
0.027 0.011 -0.001
-0.043 0.013 0.002
0.004 -0.003 0.005
-0.001 -0.012 -0.001
-0.004 -0.001 -0.003
0.003 0.001 0.000
0.015 0.009 0.005
-0.019 0.013 -0.003
-0.001 -0.004 0.002
0.005 -0.005 0.002
-0.004 -0.005 -0.004
0.008 -0.005 -0.011

Löwdin atomic charge list, values in e, 8 entries: 0.84 -0.08 -0.56 -0.12 0.45 -0.13 -0.13 -0.28